ORCA calculation (ωB97M-V/def2-TZVPD) on C37H39IrN8O3 as an isolated structure.

The calculation puts the HOMO energy (alpha / beta) at -14.32 / -16.22 eV. The energy above the lowest of the compared OMol25 structures with the same formula, charge and spin comes out at 33.6 kcal/mol. The multiplicity is 6. Its net charge is +3. As for the expectation value of S²: 8.8516.

Last column: Mulliken charge in e.
Positions of all 88 atoms, in Å:
Ir -0.506233 0.100041 -0.448102  2.403
O 6.949159 -2.339688 0.729960  -0.396
C 7.170279 -1.488773 -0.032727  0.868
O 7.373014 -0.636395 -0.794248  -0.386
C 4.325875 -0.649006 0.354911  -2.196
C 3.468558 -1.650661 0.991191  0.747
C 2.089289 -1.032593 1.130196  -0.398
N 1.689639 -0.102952 0.295940  0.128
C 2.535230 0.599092 -0.493658  0.594
C 3.954877 0.383984 -0.390213  -0.682
C 1.915822 1.596198 -1.317890  0.865
C 2.644569 2.407963 -2.194991  -0.977
C 2.008230 3.378922 -2.934440  -1.012
C 0.634270 3.538594 -2.770450  -0.538
C -0.029878 2.688620 -1.916351  0.773
N 0.563690 1.721705 -1.211813  0.650
C 1.126124 -1.498050 2.119832  0.054
C 1.481343 -2.290169 3.213311  -0.617
C 0.513660 -2.632203 4.144869  -1.082
C -0.778266 -2.169173 3.962029  -1.092
C -1.049349 -1.382310 2.845432  -0.356
N -0.132989 -1.058124 1.949506  0.797
H 3.886675 -1.980108 1.942904  0.696
H 4.667131 1.055806 -0.850822  0.529
H 3.710581 2.267379 -2.289534  0.419
H 2.564965 4.009870 -3.613843  0.501
H 0.095782 4.304244 -3.311621  0.536
H -1.093779 2.772665 -1.774722  -0.852
H 2.501965 -2.605623 3.364580  0.429
H 0.772281 -3.239730 5.001593  0.519
H -1.560227 -2.393609 4.674289  0.504
H -2.047396 -0.995552 2.673514  0.653
C -3.203688 -2.369562 -2.095377  -1.278
C -2.163594 -2.529835 -1.024873  0.448
O -1.847121 -1.564182 -0.283304  -0.491
N -1.648286 -3.744879 -0.889022  -0.025
C -0.758037 -4.183029 0.169778  -0.836
C 0.705073 -3.917774 -0.048707  0.373
C 1.675068 -4.617740 0.728863  -0.663
C 2.950834 -4.180916 0.753904  -1.335
C 3.338784 -2.942917 0.012907  0.569
C 2.323684 -2.647106 -1.045425  -1.061
N 1.083093 -3.033418 -0.985833  -0.010
H -3.862058 -1.543800 -1.838096  0.127
H -3.796831 -3.273925 -2.218918  0.516
H -2.720699 -2.145584 -3.048392  0.213
H -1.970724 -4.454797 -1.528678  0.298
H -0.911816 -5.250350 0.329183  0.608
H -1.067595 -3.680105 1.089360  0.103
H 1.374788 -5.483834 1.306596  0.516
H 3.712902 -4.695739 1.326551  0.544
H 4.329052 -3.056570 -0.436009  0.706
H 2.614714 -2.024824 -1.888234  0.627
C -0.768293 0.655464 -6.213219  -0.826
N -0.518658 -0.007939 -4.940006  0.202
C 0.284295 -1.094033 -4.721447  -1.108
C 0.235463 -1.347248 -3.382703  -0.909
N -0.582032 -0.420983 -2.776094  0.566
C -1.017159 0.363609 -3.751549  -1.173
H -0.282923 0.099990 -7.009695  0.350
H -0.367812 1.668001 -6.197568  0.326
H -1.836302 0.697852 -6.417256  0.344
H 0.800503 -1.602491 -5.517971  0.472
H 0.682637 -2.155669 -2.833088  0.890
H -1.719267 1.172931 -3.646998  0.694
C -5.233389 3.777089 -0.395414  -0.949
N -4.245006 3.159802 -1.328552  0.022
C -3.078854 4.070197 -1.478198  -0.890
C -3.827304 1.711321 -1.024558  -0.754
C -3.232705 1.488635 0.347880  0.830
C -4.116583 1.533380 1.435398  -0.755
C -3.670489 1.606612 2.741884  -0.972
C -2.307256 1.659529 2.981807  -0.534
C -1.423860 1.468971 1.928127  -0.590
C -1.865955 1.292761 0.616281  0.572
H -5.538588 4.739646 -0.800498  0.376
H -4.777856 3.931551 0.575300  0.477
H -6.113685 3.146774 -0.301836  0.369
H -4.718899 3.119570 -2.231659  0.367
H -2.443073 3.985833 -0.598787  0.360
H -3.428942 5.095389 -1.569288  0.471
H -2.520198 3.820270 -2.376376  0.404
H -3.110787 1.437537 -1.798477  -0.424
H -4.726677 1.109522 -1.156976  0.662
H -5.182560 1.502021 1.250701  0.603
H -4.382428 1.660113 3.554649  0.498
H -1.933528 1.799837 3.987883  0.529
H -0.363461 1.450081 2.141999  0.470

Forces on atoms 1 to 2 (eV/Å):
-0.3 0.1 -0.5
0.0 0.3 -0.3

ORCA calculation (ωB97M-V/def2-TZVPD) on a 3-piece molecular cluster, C32H65FN2O12P3 overall.

The calculation puts the HOMO energy at -10.78 eV. The energy above the lowest of the compared OMol25 structures with the same formula, charge and spin comes out at 240.5 kcal/mol. Its net charge is +1.

Last column: Mulliken charge in e.
Positions of all 115 atoms, in Å:
C 2.376741 -5.665860 2.636799  -1.081
C 1.660556 -4.847068 1.428284  0.070
O 2.637660 -4.156286 0.580562  -0.469
P 1.853302 -3.505907 -0.814530  0.531
O 0.346349 -3.523727 -0.500123  -0.252
C 2.553712 -1.776461 -1.104775  -0.644
C 1.670649 -0.608061 -0.450626  -0.588
C 0.954694 0.364710 -1.500880  2.057
F 0.948533 -0.098753 -2.885820  -0.455
C 1.172120 1.960338 -1.402947  0.433
C 2.226835 2.546476 -0.336328  -1.013
C 3.709715 2.734397 -0.978879  0.389
C 4.888846 2.491868 0.089551  -1.214
O 3.959030 1.874201 -2.112290  -0.571
C -0.344342 2.558875 -1.256181  -0.619
C -0.614359 4.092515 -1.604882  -0.914
O -1.988164 4.441841 -1.821560  -0.273
C -2.780181 4.325021 -0.639662  0.905
C -2.262779 4.795062 0.771621  -0.703
C -3.073107 4.707151 2.074582  0.489
C -2.556715 5.218978 3.507836  -0.994
C -4.487383 4.083011 2.017410  -0.811
C -5.014755 3.632007 0.644981  -0.719
C -4.212432 3.752477 -0.705371  0.151
C -5.002163 3.257539 -1.998950  0.433
C -5.068897 1.625351 -2.110370  -0.917
C -4.595025 3.972979 -3.374736  -1.115
N -1.281288 1.483474 -1.685877  0.642
P -1.969739 1.396071 -3.330959  -0.055
P -0.856867 2.471620 -4.849842  0.933
O -1.398433 1.940076 -6.201286  -0.637
O 0.828977 2.144370 -4.890054  -0.504
O -1.195339 4.168716 -4.896977  -0.468
C -0.622061 0.221296 -1.141707  -2.286
N -1.302142 -1.081427 -1.360640  0.012
O 2.164987 -4.611086 -2.064590  -0.472
C 1.957736 -4.041919 -3.386166  -0.411
C 0.424488 -3.580206 -3.664216  -0.287
H 3.345604 -6.173083 2.284616  0.305
H 2.591975 -4.926186 3.496265  0.239
H 1.605580 -6.448159 2.993047  0.328
H 1.053613 -5.638251 0.852198  0.207
H 0.959926 -4.087209 1.942183  0.123
H 2.784391 -1.640512 -2.216878  0.410
H 3.584368 -1.762527 -0.578517  0.419
H 2.314052 -0.087951 0.330964  0.078
H 0.826189 -1.136584 0.136030  0.395
H 1.506275 2.473224 -2.365505  0.140
H 2.232500 2.009735 0.668777  0.314
H 1.868293 3.624733 -0.112339  0.315
H 3.784134 3.819235 -1.335787  0.375
H 4.495930 1.834552 0.940158  0.253
H 5.750276 1.961112 -0.456933  0.288
H 5.333531 3.486615 0.461754  0.348
H 4.230560 0.978158 -1.824677  0.300
H -0.469433 2.553693 -0.102453  0.265
H 0.000263 4.328395 -2.556201  0.307
H -0.091619 4.711879 -0.781548  0.178
H -1.214892 5.264851 0.858629  0.176
H -2.120606 6.272846 3.338049  0.314
H -3.510752 5.397965 4.133620  0.324
H -1.829770 4.506412 4.016293  0.260
H -5.146240 3.949078 2.951295  0.256
H -6.071227 3.175325 0.623499  0.277
H -6.105187 3.556625 -1.815015  0.576
H -4.884111 1.406727 -3.230639  0.280
H -4.273935 1.103955 -1.481104  0.119
H -6.123402 1.224889 -1.891456  0.361
H -4.190848 5.019096 -3.090038  0.222
H -5.514266 4.149594 -4.023776  0.391
H -3.735113 3.466448 -3.936999  0.116
H -2.123832 1.590396 -1.070741  0.419
H -1.817282 -0.000741 -3.704248  0.164
H 1.347933 2.980314 -4.874921  0.312
H -0.295823 4.574082 -4.910080  0.320
H -0.735184 0.359554 0.003993  0.420
H -1.273223 -1.623151 -0.485521  0.157
H -2.313472 -0.954680 -1.565431  0.345
H 2.719899 -3.228082 -3.671506  0.230
H 2.146084 -4.900338 -4.136349  0.355
H 0.254309 -2.494449 -3.355339  -0.068
H 0.165285 -3.780789 -4.754357  0.415
H -0.253254 -4.213208 -2.975021  0.031
C -3.769043 -3.940534 1.805859  -0.748
O -3.630928 -3.961572 0.391635  -0.482
C -2.465023 -4.672050 -0.031870  0.527
C -2.812501 -6.079179 -0.506796  -0.817
O -3.293629 -6.886042 0.566115  -0.406
C -4.710977 -6.997445 0.567656  -0.707
H -4.784104 -3.618011 2.045145  0.282
H -3.605062 -4.927020 2.246810  0.346
H -3.062019 -3.224128 2.236661  0.282
H -1.716073 -4.700816 0.767678  0.353
H -2.039738 -4.113800 -0.869715  -0.218
H -1.902223 -6.557401 -0.881525  0.373
H -3.537919 -6.049428 -1.327111  0.404
H -5.028011 -7.692228 -0.216259  0.325
H -5.198653 -6.030454 0.420481  0.296
H -5.019287 -7.397066 1.535098  0.243
C 6.329442 0.952895 3.438195  -0.946
O 4.907406 0.989695 3.417722  -0.216
C 4.324957 -0.186156 3.980155  -0.221
C 3.850313 0.056483 5.409632  -0.670
O 4.946085 0.307619 6.284513  -0.373
C 5.115172 1.692532 6.559202  -0.683
H 6.699872 1.960321 3.239857  0.246
H 6.715313 0.625299 4.406586  0.477
H 6.693893 0.283770 2.652750  0.314
H 5.027543 -1.026477 3.936767  0.380
H 3.458863 -0.439666 3.360902  0.147
H 3.353676 -0.848580 5.772732  0.391
H 3.124583 0.876206 5.449212  0.329
H 4.353662 2.023585 7.272130  0.325
H 5.058679 2.300523 5.652679  0.266
H 6.099470 1.831873 7.008708  0.248

Forces on atoms 1 to 2 (eV/Å):
-0.2 0.8 -0.5
-0.6 -1.5 1.9

ORCA calculation (ωB97M-V/def2-TZVPD) on one molecule with the formula C21H28N2O3.

The calculation puts the HOMO energy at -8.77 eV. The energy above the lowest of the compared OMol25 structures with the same formula, charge and spin comes out at 71.2 kcal/mol. As for the SMILES: C=CCOc1cccc(C(=O)N2CCC(CCC(=O)NC3CC3)CC2)c1.

Last column: Mulliken charge in e.
Positions of all 54 atoms, in Å:
C 2.453247 -0.378513 5.963231  -0.798
C 2.195525 -1.221816 4.982758  -0.178
C 3.077566 -1.421295 3.788965  -0.439
O 2.252867 -1.474437 2.640077  -0.341
C 2.828359 -1.704536 1.429224  0.548
C 4.191968 -1.860495 1.205344  -0.359
C 4.655180 -2.090718 -0.080401  -0.852
C 3.783152 -2.162253 -1.148876  -0.636
C 2.419675 -1.991304 -0.933212  -0.013
C 1.463885 -2.143515 -2.079326  0.406
O 1.277005 -3.227619 -2.601576  -0.676
N 0.843698 -1.018251 -2.498384  0.179
C 1.014748 0.302520 -1.947783  -1.165
C -0.297075 0.796232 -1.332787  -0.384
C -1.417528 0.773997 -2.376035  0.563
C -2.767547 1.192658 -1.785893  -1.055
C -2.806212 2.657436 -1.338054  -0.331
C -4.207399 3.004337 -0.876352  0.086
O -5.063854 3.433219 -1.620650  -0.675
N -4.480920 2.771928 0.432139  -0.117
C -3.584097 2.320742 1.442668  0.107
C -2.653796 3.303721 2.105726  -0.471
C -3.828618 2.752198 2.854003  -0.760
C -1.516263 -0.636595 -2.965621  -0.796
C -0.169375 -1.086000 -3.529087  -1.142
C 1.947342 -1.773330 0.349465  0.057
H 3.334366 0.242279 5.962977  0.247
H 1.801101 -0.281349 6.813579  0.269
H 1.307141 -1.836863 4.986762  0.289
H 3.805851 -0.603050 3.706476  0.355
H 3.625575 -2.371118 3.898293  0.355
H 4.899300 -1.812293 2.018307  0.418
H 5.715271 -2.218492 -0.242082  0.379
H 4.146134 -2.351877 -2.146865  0.474
H 1.810388 0.292175 -1.202257  0.452
H 1.308883 0.980383 -2.760156  0.400
H -0.146174 1.805710 -0.949783  0.411
H -0.567001 0.148513 -0.496204  0.028
H -1.157602 1.471120 -3.180871  0.312
H -3.007571 0.541852 -0.941879  0.256
H -3.541954 1.048703 -2.542426  0.349
H -2.091646 2.840088 -0.537531  0.214
H -2.568969 3.297612 -2.188792  0.483
H -5.422051 3.009006 0.717070  0.253
H -3.211874 1.312680 1.287380  0.189
H -1.663241 2.972594 2.376809  0.266
H -2.703122 4.331867 1.781843  0.209
H -3.652741 2.040298 3.645284  0.243
H -4.662210 3.412712 3.038791  0.264
H -2.265591 -0.661320 -3.757769  0.421
H -1.824831 -1.335190 -2.185019  0.340
H -0.215697 -2.118838 -3.878393  0.490
H 0.124398 -0.437438 -4.362922  0.369
H 0.891504 -1.664184 0.543257  0.508

Forces on atoms 1 to 2 (eV/Å):
0.0 0.0 0.1
0.0 0.0 -0.4

ORCA calculation (ωB97M-V/def2-TZVPD) on a 6-piece molecular cluster, C13H33F3IO11PS7 overall.

The calculation puts the HOMO energy at -8.58 eV.

Last column: Mulliken charge in e.
Positions of all 69 atoms, in Å:
O 2.671953 -0.155338 3.123762  -0.412
S 3.312442 -1.288910 2.574557  1.024
O 4.336842 -1.866064 3.368320  -0.598
O 2.281658 -2.450662 2.179263  -0.228
C 2.603712 -2.934031 0.886041  -0.534
I 0.863375 -3.778880 -0.019907  0.149
C 3.395490 -1.885826 0.074655  0.787
C 2.543643 -0.957923 -0.830388  0.294
F 2.241497 -1.493884 -2.003164  -0.158
F 3.203863 0.195790 -1.002863  -0.234
F 1.409585 -0.652588 -0.177309  -0.181
P 5.000522 -2.539803 -0.677844  0.441
O 5.048638 -4.120965 -0.488424  -0.501
O 6.138202 -1.923058 0.250189  -0.490
S 5.251344 -2.048365 -2.504793  -0.286
O 3.792950 -0.944490 1.110775  -0.289
H 3.269125 -3.770455 1.046951  0.469
H 5.233535 -4.341444 0.438534  0.370
H 6.375717 -1.101617 -0.198836  0.382
C -3.911948 -0.417651 -1.679178  -0.772
S -2.193244 -0.909042 -1.515710  0.483
O -2.088093 -1.736754 -0.276746  -0.596
C -1.590408 0.727224 -1.117999  -0.659
H -4.503498 -1.306316 -1.892237  0.353
H -4.257625 0.036942 -0.750458  0.105
H -4.012206 0.289430 -2.502054  0.347
H -2.102710 1.095295 -0.229809  0.221
H -1.774329 1.394663 -1.959216  0.351
H -0.523881 0.665829 -0.926263  0.182
C -3.421216 4.762717 0.468803  -0.868
S -3.967642 4.685336 -1.239694  0.443
O -3.527705 3.371615 -1.776514  -0.533
C -2.820481 5.919133 -1.865681  -0.969
H -3.990775 4.027487 1.033703  0.249
H -2.357620 4.530114 0.525998  0.290
H -3.614926 5.758902 0.865975  0.389
H -1.796793 5.610021 -1.654288  0.305
H -3.032770 6.880380 -1.398085  0.380
H -2.965897 5.996626 -2.940814  0.314
C 2.464863 1.817322 5.864680  -0.938
S 1.003951 2.536857 5.109211  0.619
O 1.358017 3.917953 4.692903  -0.664
C 0.051641 2.672993 6.629606  -0.929
H 3.211577 1.684440 5.086154  0.267
H 2.846042 2.488214 6.635118  0.392
H 2.210687 0.848070 6.293087  0.317
H 0.592896 3.287934 7.348835  0.305
H -0.125079 1.677215 7.036214  0.333
H -0.899385 3.142470 6.388199  0.298
C 5.597625 -2.823268 -7.673623  -0.935
S 4.062303 -2.322833 -6.883246  0.456
O 4.420421 -1.719757 -5.577314  -0.560
C 3.473586 -3.988023 -6.548521  -0.921
H 6.151706 -1.922797 -7.928540  0.313
H 6.182709 -3.432679 -6.984818  0.288
H 5.372690 -3.383050 -8.581556  0.369
H 4.202159 -4.517605 -5.934585  0.286
H 3.313646 -4.512647 -7.490634  0.375
H 2.531357 -3.907161 -6.011220  0.306
C -8.189303 -0.396554 2.495903  -0.975
S -6.649228 0.529142 2.448651  0.511
O -6.636108 1.302612 1.180499  -0.590
C -5.583751 -0.898693 2.212455  -0.888
H -9.005696 0.314514 2.600193  0.318
H -8.307262 -0.959221 1.569908  0.303
H -8.179949 -1.070357 3.352507  0.368
H -5.872754 -1.433110 1.307464  0.280
H -5.660166 -1.555130 3.079213  0.425
H -4.558186 -0.548450 2.113756  0.251

Forces on atoms 1 to 2 (eV/Å):
-0.6 0.1 -0.4
0.0 0.2 1.4